Record 1
The following is a quantum chemistry calculation of a cluster of 12 separate species, C52H141N26O7P7 in total, from OMol25.

Properties
HOMO energy: -7.9812 eV
Total charge: 0
Gap between HOMO and LUMO: 7.965 eV
Energy: -174310.803 eV
SMILES string: CN(C)P(=O)(N(C)C)N(C)C.CN(C)P(=O)(N(C)C)N(C)C.CN(C)P(=O)(N(C)C)N(C)C.CN(C)P(=O)(N(C)C)N(C)C.CN(C)P(=O)(N(C)C)N(C)C.CN(C)P(=O)(N(C)C)N(C)C.CN(C)P(=O)(N(C)C)N(C)C.CC#N.CC#N.CC#N.CC#N.CC#N

Each line ends with the Löwdin charge.
Cartesian coordinates (Å):
C1 2.18 -8.45 -4.89  -0.12
N1 2.93 -7.94 -3.70  -0.27
C2 4.42 -7.76 -3.98  -0.08
P1 2.26 -7.16 -2.33  0.56
O1 3.20 -6.99 -1.18  -0.30
N2 1.69 -5.72 -2.93  -0.28
C3 1.75 -4.49 -2.15  -0.13
C4 0.72 -5.69 -4.07  -0.10
N3 0.93 -8.13 -1.82  -0.29
C5 1.05 -9.56 -1.95  -0.14
C6 0.01 -7.60 -0.77  -0.08
H1 2.80 -9.17 -5.41  0.08
H2 1.92 -7.71 -5.65  0.06
H3 1.22 -8.86 -4.57  0.06
H4 4.61 -6.86 -4.56  0.07
H5 4.90 -8.53 -4.57  0.07
H6 4.96 -7.64 -3.04  0.07
H7 0.86 -4.41 -1.54  0.04
H8 2.63 -4.58 -1.51  0.06
H9 1.80 -3.62 -2.80  0.07
H10 0.00 -6.50 -3.96  0.06
H11 0.25 -4.72 -4.21  0.07
H12 1.05 -5.96 -5.07  0.05
H13 1.34 -9.96 -2.92  0.06
H14 1.67 -9.94 -1.14  0.09
H15 0.05 -9.99 -1.85  0.08
H16 -0.47 -6.67 -1.09  0.04
H17 0.52 -7.37 0.16  0.05
H18 -0.90 -8.18 -0.62  0.08
C7 3.90 9.08 -1.86  -0.14
N4 4.27 7.69 -1.65  -0.29
C8 5.66 7.54 -1.19  -0.12
P2 3.46 6.49 -2.57  0.62
O2 2.06 6.81 -3.04  -0.31
N5 4.55 6.22 -3.85  -0.33
C9 4.56 7.13 -5.02  -0.07
C10 5.71 5.47 -3.71  -0.18
N6 3.52 5.11 -1.56  -0.29
C11 3.11 5.22 -0.15  -0.11
C12 3.11 3.76 -2.14  -0.08
H19 2.86 9.22 -2.18  0.07
H20 4.46 9.60 -2.63  0.07
H21 3.96 9.73 -0.98  0.08
H22 5.82 6.47 -1.05  0.07
H23 5.72 7.97 -0.19  0.08
H24 6.42 7.98 -1.84  0.08
H25 4.79 8.14 -4.70  0.07
H26 5.31 6.71 -5.69  0.08
H27 3.58 7.09 -5.48  0.08
H28 6.51 6.06 -3.26  0.07
H29 5.46 4.57 -3.16  0.07
H30 6.05 5.10 -4.68  0.09
H31 3.82 5.80 0.45  0.07
H32 2.08 5.57 -0.07  0.07
H33 3.16 4.23 0.32  0.07
H34 2.03 3.66 -1.99  0.06
H35 3.58 2.90 -1.67  0.07
H36 3.40 3.69 -3.19  0.07
C13 -3.77 6.06 -2.55  -0.11
N7 -3.84 6.28 -1.11  -0.32
C14 -5.07 5.94 -0.49  -0.14
P3 -2.51 6.72 -0.10  0.64
O3 -2.91 7.06 1.30  -0.30
N8 -1.47 5.37 -0.14  -0.30
C15 -0.72 4.96 -1.34  -0.10
C16 -1.53 4.35 0.87  -0.12
N9 -1.65 8.00 -0.95  -0.29
C17 -2.52 9.12 -1.31  -0.13
C18 -0.21 8.28 -0.96  -0.11
H37 -4.64 6.45 -3.08  0.08
H38 -3.76 4.99 -2.73  0.06
H39 -2.91 6.60 -2.95  0.08
H40 -5.20 6.57 0.39  0.08
H41 -5.01 4.90 -0.16  0.06
H42 -5.89 6.16 -1.17  0.09
H43 -1.38 4.30 -1.89  0.07
H44 -0.50 5.81 -1.98  0.07
H45 0.19 4.44 -1.05  0.06
H46 -1.69 4.82 1.84  0.08
H47 -2.43 3.76 0.69  0.06
H48 -0.67 3.69 0.98  0.08
H49 -2.02 9.92 -1.86  0.08
H50 -3.34 8.91 -2.00  0.06
H51 -2.95 9.53 -0.40  0.08
H52 0.04 9.03 -0.20  0.08
H53 0.08 8.64 -1.95  0.08
H54 0.35 7.39 -0.69  0.05
C19 -5.05 -2.19 -1.25  -0.12
N10 -4.84 -1.28 -0.13  -0.30
C20 -4.52 -1.86 1.20  -0.10
P4 -4.21 0.31 -0.47  0.62
O4 -2.89 0.28 -1.09  -0.28
N11 -5.47 1.08 -1.38  -0.29
C21 -6.89 0.80 -1.10  -0.11
C22 -5.20 2.32 -2.05  -0.13
N12 -4.17 1.08 1.09  -0.29
C23 -5.34 1.57 1.85  -0.08
C24 -2.90 1.04 1.73  -0.16
H55 -5.43 -3.14 -0.88  0.07
H56 -4.13 -2.35 -1.80  0.06
H57 -5.81 -1.74 -1.88  0.06
H58 -4.87 -1.27 2.05  0.07
H59 -3.44 -1.90 1.29  0.07
H60 -5.03 -2.82 1.20  0.08
H61 -6.97 0.50 -0.06  0.06
H62 -7.54 1.63 -1.38  0.09
H63 -7.24 -0.08 -1.63  0.06
H64 -6.07 2.67 -2.60  0.09
H65 -4.89 3.14 -1.41  0.05
H66 -4.39 2.23 -2.77  0.06
H67 -5.92 2.24 1.21  0.07
H68 -5.95 0.75 2.22  0.07
H69 -5.00 2.08 2.75  0.09
H70 -2.77 0.27 2.49  0.05
H71 -2.71 1.99 2.22  0.08
H72 -2.05 0.82 1.09  0.07
C25 2.04 -0.56 7.14  -0.10
N13 1.04 -0.89 8.18  -0.31
C26 0.14 -1.90 7.77  -0.17
P5 1.61 -0.78 9.83  0.63
O5 2.46 0.41 10.06  -0.31
N14 0.21 -0.78 10.93  -0.31
C27 -1.15 -0.28 10.53  -0.09
C28 0.51 -0.94 12.36  -0.11
N15 2.31 -2.33 9.98  -0.29
C29 1.49 -3.49 10.47  -0.11
C30 3.81 -2.53 10.06  -0.08
H73 2.41 0.46 7.29  0.07
H74 1.54 -0.64 6.18  0.05
H75 2.91 -1.21 7.12  0.08
H76 -0.55 -1.61 6.97  0.06
H77 -0.50 -2.18 8.60  0.06
H78 0.63 -2.85 7.57  0.08
H79 -1.13 -0.10 9.46  0.06
H80 -1.87 -1.01 10.89  0.07
H81 -1.33 0.69 11.00  0.07
H82 1.21 -1.75 12.56  0.06
H83 0.90 0.01 12.73  0.08
H84 -0.46 -1.10 12.84  0.08
H85 0.47 -3.58 10.11  0.07
H86 2.01 -4.43 10.29  0.07
H87 1.49 -3.52 11.56  0.05
H88 4.30 -1.69 9.55  0.07
H89 4.08 -3.46 9.56  0.08
H90 4.10 -2.51 11.12  0.07
C31 1.19 -1.92 3.62  -0.08
N16 -0.17 -2.57 3.87  -0.28
C32 -1.12 -1.67 4.45  -0.16
P6 -0.21 -4.29 4.28  0.64
O6 0.56 -4.56 5.52  -0.30
N17 -1.85 -4.67 4.49  -0.31
C33 -2.20 -5.97 5.20  -0.07
C34 -2.87 -4.14 3.67  -0.17
N18 0.29 -5.13 2.80  -0.28
C35 -0.03 -4.52 1.44  -0.09
C36 0.41 -6.58 2.88  -0.13
H91 1.79 -2.24 4.46  0.06
H92 1.16 -0.83 3.68  0.06
H93 1.58 -2.30 2.67  0.06
H94 -0.69 -0.78 4.89  0.08
H95 -1.68 -2.16 5.25  0.07
H96 -1.89 -1.34 3.75  0.05
H97 -2.82 -5.77 6.08  0.07
H98 -2.86 -6.53 4.55  0.07
H99 -1.32 -6.51 5.53  0.07
H100 -3.45 -3.56 4.40  0.09
H101 -2.46 -3.41 2.97  0.05
H102 -3.43 -4.81 3.02  0.08
H103 -0.08 -3.44 1.61  0.05
H104 0.75 -4.79 0.73  0.06
H105 -0.88 -4.88 0.86  0.05
H106 0.70 -6.89 3.88  0.08
H107 1.18 -6.88 2.16  0.07
H108 -0.52 -7.05 2.55  0.07
C37 1.22 0.29 -7.51  -0.08
N19 -0.14 0.44 -8.07  -0.34
C38 -0.26 0.11 -9.47  -0.12
P7 -1.20 1.59 -7.39  0.61
O7 -0.62 3.01 -7.35  -0.32
N20 -2.68 1.38 -8.30  -0.29
C39 -3.67 0.41 -7.91  -0.15
C40 -3.10 2.48 -9.16  -0.13
N21 -1.55 0.94 -5.90  -0.29
C41 -1.88 -0.49 -5.68  -0.11
C42 -1.79 1.88 -4.79  -0.10
H109 1.19 0.16 -6.43  0.08
H110 1.78 1.17 -7.81  0.08
H111 1.66 -0.51 -8.09  0.07
H112 0.50 -0.60 -9.81  0.08
H113 -0.03 1.08 -9.92  0.08
H114 -1.24 -0.25 -9.79  0.07
H115 -3.29 -0.60 -7.81  0.07
H116 -4.33 0.65 -7.07  0.08
H117 -4.34 0.17 -8.73  0.08
H118 -3.88 2.25 -9.88  0.07
H119 -3.50 3.32 -8.60  0.08
H120 -2.33 2.80 -9.85  0.08
H121 -2.92 -0.63 -5.40  0.07
H122 -1.56 -0.95 -6.62  0.06
H123 -1.30 -0.92 -4.86  0.08
H124 -2.62 1.62 -4.13  0.05
H125 -2.10 2.88 -5.09  0.07
H126 -0.98 2.02 -4.07  0.07
C43 5.13 -3.53 -2.49  -0.06
C44 4.36 -2.26 -2.67  -0.28
N22 3.71 -1.35 -2.81  0.12
H127 4.75 -4.20 -3.27  0.07
H128 4.97 -4.01 -1.53  0.08
H129 6.19 -3.34 -2.67  0.08
C45 3.20 3.45 3.83  -0.07
C46 4.65 3.76 3.72  -0.28
N23 5.76 4.02 3.54  0.12
H130 2.75 4.33 4.30  0.08
H131 3.17 2.55 4.44  0.07
H132 2.65 3.13 2.95  0.05
C47 -3.76 -5.93 -1.18  -0.05
C48 -2.71 -5.01 -1.68  -0.29
N24 -1.93 -4.29 -2.12  0.16
H133 -3.96 -5.51 -0.20  0.07
H134 -3.23 -6.88 -1.12  0.07
H135 -4.62 -6.01 -1.85  0.09
C49 4.89 0.34 1.31  -0.07
C50 5.88 -0.72 0.94  -0.27
N25 6.65 -1.51 0.60  0.11
H136 5.43 1.13 1.82  0.07
H137 4.29 -0.21 2.04  0.06
H138 4.33 0.74 0.47  0.06
C51 0.63 -0.36 -0.64  -0.04
C52 1.16 0.33 0.51  -0.28
N26 1.58 0.86 1.44  0.15
H139 1.22 -1.25 -0.84  0.07
H140 0.84 0.30 -1.47  0.09
H141 -0.42 -0.60 -0.47  0.07

Record 2
The following is a quantum chemistry calculation of a cluster of 10 separate species, C52H142Cl2N21O11P7 in total, from OMol25.

Properties
HOMO energy: -8.1051 eV
Total charge: 0
Gap between HOMO and LUMO: 8.121 eV
Energy: -200118.397 eV
SMILES string: CN(C)P(=O)(N(C)C)N(C)C.CN(C)P(=O)(N(C)C)N(C)C.CN(C)P(=O)(N(C)C)N(C)C.CN(C)P(=O)(N(C)C)N(C)C.CN(C)P(=O)(N(C)C)N(C)C.CN(C)P(=O)(N(C)C)N(C)C.CN(C)P(=O)(N(C)C)N(C)C.O=C1CCCO1.O=C1CCCO1.ClCCCl

Each line ends with the Löwdin charge.
Cartesian coordinates (Å):
C1 -11.21 11.46 -11.43  -0.11
N1 -11.89 12.64 -10.95  -0.31
C2 -13.28 12.45 -10.51  -0.10
P1 -11.03 14.02 -10.49  0.56
O1 -10.40 13.83 -9.16  -0.29
N2 -9.89 14.26 -11.72  -0.29
C3 -8.51 14.24 -11.28  -0.12
C4 -10.24 14.33 -13.13  -0.12
N3 -12.16 15.28 -10.62  -0.30
C5 -11.67 16.56 -10.11  -0.13
C6 -12.95 15.47 -11.84  -0.13
H1 -11.01 11.48 -12.51  0.07
H2 -11.86 10.59 -11.29  0.08
H3 -10.33 11.19 -10.83  0.08
H4 -13.81 11.69 -11.08  0.08
H5 -13.81 13.40 -10.47  0.06
H6 -13.24 12.08 -9.47  0.09
H7 -7.86 13.96 -12.12  0.08
H8 -8.16 15.19 -10.86  0.05
H9 -8.37 13.53 -10.47  0.06
H10 -11.27 14.07 -13.30  0.06
H11 -10.11 15.36 -13.49  0.07
H12 -9.59 13.69 -13.72  0.08
H13 -12.39 17.36 -10.26  0.08
H14 -11.55 16.48 -9.03  0.08
H15 -10.76 16.91 -10.61  0.07
H16 -13.82 16.09 -11.59  0.09
H17 -13.34 14.54 -12.25  0.07
H18 -12.37 16.04 -12.57  0.08
C7 -0.61 14.79 -12.19  -0.11
N4 -0.13 15.69 -13.22  -0.28
C8 -1.21 16.53 -13.76  -0.10
P2 1.40 16.37 -13.08  0.54
O2 1.58 17.31 -11.97  -0.27
N5 2.40 15.02 -12.98  -0.29
C9 2.31 13.81 -13.79  -0.12
C10 3.50 15.04 -12.00  -0.10
N6 1.75 17.03 -14.61  -0.31
C11 1.73 18.46 -14.85  -0.13
C12 1.89 16.21 -15.79  -0.12
H19 0.18 14.26 -11.66  0.07
H20 -1.31 14.10 -12.65  0.07
H21 -1.17 15.28 -11.37  0.03
H22 -1.98 15.86 -14.16  0.06
H23 -0.82 17.15 -14.57  0.07
H24 -1.65 17.17 -13.00  0.04
H25 1.33 13.74 -14.26  0.06
H26 3.01 13.88 -14.63  0.07
H27 2.55 12.93 -13.20  0.08
H28 4.40 15.47 -12.43  0.08
H29 3.26 15.68 -11.16  0.06
H30 3.69 14.01 -11.69  0.07
H31 1.73 19.01 -13.91  0.07
H32 2.65 18.82 -15.33  0.08
H33 0.91 18.76 -15.51  0.07
H34 2.91 15.89 -15.98  0.08
H35 1.57 16.79 -16.66  0.08
H36 1.14 15.42 -15.76  0.07
C13 -3.53 19.86 -16.25  -0.11
N7 -4.91 19.44 -16.01  -0.30
C14 -5.63 20.18 -14.98  -0.12
P3 -5.46 18.04 -16.76  0.55
O3 -4.48 17.33 -17.58  -0.28
N8 -6.09 17.12 -15.45  -0.30
C15 -7.06 16.08 -15.76  -0.11
C16 -5.11 16.83 -14.41  -0.12
N9 -6.89 18.46 -17.57  -0.31
C17 -8.11 18.97 -16.97  -0.11
C18 -7.00 18.22 -19.00  -0.12
H37 -3.38 20.84 -15.80  0.08
H38 -3.35 19.99 -17.32  0.08
H39 -2.77 19.28 -15.73  0.07
H40 -4.99 20.50 -14.16  0.08
H41 -6.37 19.51 -14.52  0.06
H42 -6.14 20.99 -15.52  0.09
H43 -6.57 15.10 -15.70  0.07
H44 -7.85 16.05 -15.01  0.07
H45 -7.52 16.27 -16.73  0.07
H46 -4.10 16.65 -14.79  0.07
H47 -5.09 17.71 -13.77  0.06
H48 -5.42 15.97 -13.81  0.06
H49 -8.65 18.20 -16.39  0.07
H50 -7.92 19.74 -16.23  0.06
H51 -8.80 19.29 -17.75  0.08
H52 -6.08 17.79 -19.40  0.07
H53 -7.29 19.13 -19.53  0.08
H54 -7.79 17.48 -19.20  0.08
C19 -0.24 19.17 -6.53  -0.13
N10 -0.39 20.38 -7.33  -0.29
C20 -1.52 20.36 -8.26  -0.12
P4 0.96 21.36 -7.70  0.56
O4 0.78 22.30 -8.83  -0.28
N11 1.48 22.11 -6.27  -0.31
C21 1.44 23.56 -6.23  -0.13
C22 2.08 21.43 -5.15  -0.13
N12 2.16 20.22 -7.99  -0.33
C23 3.58 20.52 -7.91  -0.11
C24 1.88 19.25 -9.04  -0.12
H55 0.81 19.01 -6.31  0.06
H56 -0.51 18.27 -7.08  0.08
H57 -0.82 19.16 -5.60  0.08
H58 -2.39 19.87 -7.81  0.07
H59 -1.22 19.83 -9.17  0.04
H60 -1.80 21.38 -8.52  0.07
H61 0.97 23.89 -5.31  0.08
H62 2.44 24.01 -6.34  0.08
H63 0.92 23.99 -7.08  0.07
H64 1.35 21.37 -4.34  0.08
H65 2.29 20.38 -5.37  0.06
H66 3.00 21.89 -4.79  0.08
H67 3.81 21.03 -8.86  0.09
H68 3.76 21.34 -7.21  0.07
H69 4.16 19.64 -7.67  0.09
H70 2.10 19.69 -10.02  0.09
H71 0.85 18.91 -9.13  0.06
H72 2.47 18.33 -8.95  0.08
C25 -7.05 15.20 -7.36  -0.11
N13 -6.78 14.93 -5.96  -0.29
C26 -7.95 15.04 -5.08  -0.09
P5 -5.17 14.62 -5.52  0.55
O5 -4.29 14.88 -6.67  -0.29
N14 -4.80 15.62 -4.21  -0.30
C27 -4.40 16.99 -4.46  -0.12
C28 -5.57 15.49 -2.98  -0.13
N15 -5.11 13.09 -4.80  -0.30
C29 -4.24 12.75 -3.67  -0.12
C30 -5.96 11.99 -5.26  -0.10
H73 -8.04 14.85 -7.67  0.08
H74 -6.34 14.67 -8.01  0.06
H75 -6.79 16.24 -7.57  0.07
H76 -8.05 16.10 -4.80  0.08
H77 -7.85 14.36 -4.24  0.07
H78 -8.86 14.91 -5.66  0.08
H79 -5.23 17.63 -4.80  0.08
H80 -4.04 17.43 -3.53  0.08
H81 -3.61 17.03 -5.21  0.07
H82 -6.24 16.34 -2.82  0.09
H83 -6.26 14.65 -3.07  0.05
H84 -4.98 15.30 -2.08  0.09
H85 -3.84 11.74 -3.72  0.08
H86 -3.46 13.47 -3.44  0.08
H87 -4.89 12.77 -2.78  0.07
H88 -6.48 11.53 -4.42  0.09
H89 -5.32 11.21 -5.69  0.07
H90 -6.58 12.36 -6.08  0.08
C31 -8.55 19.51 -7.16  -0.12
N16 -8.40 19.92 -8.55  -0.29
C32 -8.85 18.91 -9.50  -0.11
P6 -7.29 21.14 -8.95  0.51
O6 -7.33 22.11 -7.85  -0.29
N17 -5.83 20.39 -9.24  -0.28
C33 -5.50 19.18 -8.51  -0.12
C34 -4.72 21.19 -9.72  -0.11
N18 -7.69 21.75 -10.47  -0.30
C35 -8.77 22.75 -10.55  -0.10
C36 -7.36 21.09 -11.74  -0.11
H91 -7.74 18.82 -6.87  0.06
H92 -9.57 19.16 -6.97  0.08
H93 -8.49 20.36 -6.48  0.08
H94 -9.58 18.28 -8.99  0.06
H95 -8.01 18.36 -9.92  0.06
H96 -9.50 19.36 -10.26  0.08
H97 -4.43 18.96 -8.64  0.06
H98 -5.65 19.27 -7.43  0.08
H99 -6.09 18.34 -8.88  0.01
H100 -5.03 21.99 -10.40  0.07
H101 -4.22 21.70 -8.89  0.08
H102 -3.95 20.61 -10.24  0.08
H103 -8.39 23.65 -11.04  0.08
H104 -9.59 22.35 -11.14  0.07
H105 -9.13 22.98 -9.55  0.07
H106 -7.71 20.06 -11.77  0.07
H107 -6.31 21.22 -11.99  0.06
H108 -7.89 21.64 -12.52  0.08
C37 2.28 13.47 -9.02  -0.12
N19 1.12 13.36 -8.13  -0.29
C38 -0.01 14.23 -8.41  -0.11
P7 0.95 11.88 -7.31  0.55
O7 2.25 11.35 -6.87  -0.28
N20 -0.22 12.13 -6.10  -0.30
C39 0.17 12.43 -4.74  -0.10
C40 -1.66 12.17 -6.34  -0.12
N21 0.19 10.83 -8.37  -0.30
C41 0.34 10.89 -9.82  -0.11
C42 -0.08 9.46 -7.92  -0.11
H109 3.20 13.47 -8.43  0.08
H110 2.29 14.43 -9.54  0.06
H111 2.33 12.63 -9.72  0.06
H112 0.37 15.17 -8.81  0.08
H113 -0.65 14.32 -7.54  0.07
H114 -0.64 13.77 -9.19  0.06
H115 -0.39 11.79 -4.05  0.08
H116 1.24 12.23 -4.67  0.07
H117 -0.06 13.47 -4.49  0.08
H118 -2.13 11.36 -5.77  0.08
H119 -2.18 13.12 -6.17  0.06
H120 -1.82 11.90 -7.39  0.06
H121 1.27 10.36 -10.09  0.09
H122 -0.43 10.29 -10.30  0.08
H123 0.50 11.87 -10.24  0.05
H124 0.84 8.88 -7.86  0.08
H125 -0.74 8.98 -8.65  0.07
H126 -0.56 9.44 -6.94  0.08
O8 -3.34 9.50 -7.74  0.10
C43 -3.96 9.93 -8.68  -0.48
C44 -4.49 11.34 -8.88  -0.06
C45 -5.56 11.06 -9.92  -0.17
C46 -5.13 9.78 -10.64  -0.14
O9 -4.26 9.15 -9.71  0.05
H127 -4.88 11.66 -7.92  0.10
H128 -3.72 12.02 -9.24  0.13
H129 -6.48 10.89 -9.35  0.12
H130 -5.80 11.89 -10.57  0.09
H131 -5.99 9.23 -11.02  0.13
H132 -4.53 10.11 -11.50  0.11
O10 -4.33 12.82 -12.38  0.11
C47 -4.19 12.86 -13.57  -0.46
C48 -4.73 11.95 -14.65  -0.06
C49 -3.67 12.09 -15.75  -0.14
C50 -3.11 13.50 -15.50  -0.15
O11 -3.26 13.69 -14.10  -0.02
H133 -4.94 10.92 -14.38  0.12
H134 -5.69 12.34 -15.01  0.12
H135 -2.99 11.24 -15.82  0.12
H136 -4.20 12.18 -16.70  0.11
H137 -2.06 13.53 -15.79  0.13
H138 -3.71 14.18 -16.10  0.12
Cl1 -2.29 17.39 -10.39  0.60
C51 -3.17 16.05 -9.56  -0.57
C52 -4.28 15.49 -10.44  -0.62
Cl2 -5.54 16.64 -10.90  0.63
H139 -3.49 16.58 -8.67  0.04
H140 -2.35 15.36 -9.33  0.04
H141 -4.68 14.58 -9.99  0.07
H142 -3.87 15.21 -11.40  0.04